The following is a quantum chemistry calculation of C33H24F10N7O3SW as an isolated structure, from OMol25.

Computed properties:
multiplicity	3
energy relative to the best compared isomer or geometry (same formula, charge and spin)	0.8676	eV
charge	+1
HOMO energy (alpha / beta)	-0.3438 / -0.4000	hartree
maximum force	1.37	eV/A
orbital gap (alpha / beta)	5.64 / 6.85	eV

Cartesian coordinates (Å):
W1 -0.427 -0.174 -0.207
C1 -2.689 -0.304 -2.345
N1 -2.263 -1.137 -1.191
C2 -1.955 -2.502 -1.691
C3 -0.548 -2.516 -2.254
N2 0.225 -1.701 -1.345
C4 2.737 -2.035 -1.623
C5 4.060 -1.569 -1.147
F1 4.162 -0.553 -0.288
C6 5.190 -2.144 -1.568
F2 6.366 -1.754 -1.096
C7 5.221 -3.167 -2.597
F3 6.413 -3.581 -2.998
C8 4.099 -3.623 -3.143
F4 4.090 -4.460 -4.173
C9 2.807 -3.164 -2.617
F5 1.806 -3.362 -3.505
C10 -3.356 -1.173 -0.193
C11 -3.341 0.097 0.672
N3 -2.165 0.904 0.323
C12 -2.239 2.245 0.693
C13 -1.748 3.245 -0.157
F6 -1.215 2.878 -1.340
C14 -1.756 4.588 0.148
F7 -1.258 5.470 -0.714
C15 -2.285 5.012 1.353
F8 -2.298 6.301 1.671
C16 -2.765 4.067 2.233
F9 -3.223 4.447 3.424
C17 -2.726 2.720 1.914
F10 -3.104 1.854 2.871
H1 -3.597 -0.727 -2.782
H2 -1.903 -0.290 -3.094
H3 -2.885 0.709 -2.015
H4 -2.690 -2.799 -2.442
H5 -2.031 -3.201 -0.860
H6 -0.550 -2.154 -3.282
H7 -0.188 -3.544 -2.281
H8 -3.213 -2.050 0.431
H9 -4.314 -1.289 -0.704
H10 -3.348 -0.201 1.721
H11 -4.246 0.682 0.502
S1 -0.335 1.321 7.141
N4 0.201 2.216 5.917
C18 0.046 1.490 4.826
C19 0.415 1.894 3.483
C20 1.058 3.089 3.163
C21 1.405 3.328 1.852
C22 1.067 2.392 0.883
N5 0.410 1.276 1.170
C23 0.113 1.006 2.456
C24 -0.464 -0.297 2.710
N6 -0.649 -1.091 1.615
C25 -0.987 -2.372 1.829
C26 -1.276 -2.870 3.085
C27 -1.193 -2.043 4.186
C28 -0.746 -0.738 3.999
C29 -0.519 0.209 5.076
N7 -0.777 -0.009 6.352
H12 1.281 3.799 3.950
H13 1.924 4.231 1.562
H14 1.312 2.547 -0.159
H15 -1.012 -3.000 0.950
H16 -1.567 -3.906 3.191
H17 -1.426 -2.391 5.184
C30 2.659 0.973 -2.542
C31 1.502 -0.007 -2.694
C32 1.447 -0.468 -4.139
O1 0.241 0.673 -2.354
C33 1.520 -1.087 -1.544
O2 2.453 -3.423 -1.310
O3 1.566 -0.321 -0.365
H18 2.491 1.846 -3.180
H19 3.589 0.509 -2.874
H20 2.781 1.288 -1.511
H21 1.314 0.408 -4.779
H22 0.641 -1.162 -4.347
H23 2.387 -0.942 -4.423
H24 0.278 1.587 -2.660

Force components x, y, z for each atom (eV/Å):
W -0.2348 0.1333 -1.3451
C 0.0032 -0.0353 -0.0663
N -0.0547 0.0022 0.0471
C 0.0720 -0.0145 0.0176
C -0.0498 0.1002 0.0737
N 0.2701 -0.4776 -0.2424
C 0.0243 -0.1298 -0.1752
C -0.0864 0.0559 -0.0437
F -0.1079 -0.0095 0.0247
C 0.0824 -0.0373 -0.0430
F 0.0473 -0.0114 -0.0138
C 0.1626 0.0657 0.0084
F 0.0392 0.0225 0.0235
C -0.0790 -0.1049 -0.1210
F -0.0205 -0.0511 0.0505
C -0.1864 0.2118 0.3115
F 0.0415 0.0750 -0.1284
C -0.0054 0.1348 -0.0030
C 0.1426 0.1710 -0.1694
N -0.1951 0.3938 0.2657
C 0.1092 -0.0103 -0.2322
C -0.0432 -0.2102 -0.0163
F 0.0134 -0.0204 -0.1213
C -0.0032 0.0187 -0.0437
F 0.0170 0.0267 -0.0225
C 0.0619 0.1270 -0.0108
F -0.0039 0.0394 -0.0075
C -0.0869 -0.0672 0.2104
F -0.0011 -0.0277 -0.0327
C 0.0326 -0.0681 0.0483
F -0.0259 -0.0569 -0.0589
H -0.0213 -0.0346 0.0107
H 0.0340 0.0058 -0.0058
H 0.0146 0.0621 0.0499
H -0.0731 -0.0516 0.0216
H -0.0012 0.0364 0.0528
H -0.0260 0.0509 -0.0534
H 0.0021 -0.0538 -0.0479
H 0.0343 -0.0837 0.0178
H -0.0406 -0.0481 -0.0300
H -0.0214 -0.0298 0.1192
H -0.0631 0.0425 0.0169
S -0.0201 0.0770 0.2984
N 0.0036 0.0041 0.0627
C -0.0509 -0.1607 -0.1698
C -0.0624 -0.0170 0.1219
C -0.0041 0.0615 0.0833
C 0.0387 0.0817 0.0385
C -0.0591 -0.0005 -0.1772
N 0.0573 0.2328 0.5684
C 0.0867 0.0522 -0.0420
C -0.1371 -0.1163 -0.0532
N 0.0194 -0.2864 0.8285
C 0.0579 0.0264 -0.2005
C -0.0457 -0.1013 0.1623
C 0.0008 -0.0347 0.0528
C 0.0308 0.1343 0.0513
C 0.0630 0.0693 -0.2140
N -0.0020 0.0162 0.0408
H 0.0129 -0.0289 -0.0395
H -0.0094 -0.0248 0.0080
H -0.0116 -0.0089 -0.0260
H -0.0277 0.0025 -0.0011
H 0.0233 0.0112 -0.0374
H 0.0055 0.0016 -0.0384
C -0.0782 0.0577 0.0016
C 0.0697 0.0328 0.1151
C -0.0979 -0.0465 0.0030
O 0.0277 -0.1207 0.1380
C 0.1678 0.0997 -0.1859
O -0.0009 -0.0320 0.0582
O 0.1893 -0.1322 0.0659
H 0.0266 -0.0443 -0.0157
H -0.0071 0.0203 -0.0050
H 0.0092 0.0179 0.0223
H 0.0407 -0.0362 0.0020
H -0.0036 -0.0009 -0.0063
H -0.0053 -0.0105 0.0075
H -0.0814 0.0619 0.1453

Atom charges from the Löwdin analysis, given in e for atoms 1 to 2: 1.76 -0.04